<one>
Below is a cluster of 2 separate species, C9H14 in total, with properties calculated with ωB97M-V/def2-TZVPD.

**SMILES string**: Cc1ccccc1.CC
**HOMO level**: -8.991 eV
**Net charge**: 0
**Multiplicity**: 1

Last columns: bonded neighbours and bond lengths (Å).
Positions of all 23 atoms, in Å:
1 C -2.548 -1.792 0.511  C3 1.525, H10 1.083, H11 1.086, H15 1.092
2 C -1.494 -0.172 2.071  C3 1.384, C4 1.387, H8 1.081
3 C -1.824 -0.473 0.761  C1 1.525, C2 1.384, C6 1.404
4 C -1.027 1.097 2.381  C2 1.387, C5 1.380, H9 1.083
5 C -0.576 1.882 1.339  C4 1.380, C7 1.393, H12 1.082
6 C -1.300 0.254 -0.319  C3 1.404, C7 1.405, H13 1.079
7 C -0.556 1.392 0.035  C5 1.393, C6 1.405, H14 1.084
8 H -1.843 -0.831 2.853  C2 1.081
9 H -0.782 1.379 3.397  C4 1.083
10 H -3.064 -2.091 1.415  C1 1.083
11 H -1.829 -2.530 0.167  C1 1.086
12 H -0.262 2.911 1.457  C5 1.082
13 H -1.345 -0.165 -1.313  C6 1.079
14 H -0.088 1.950 -0.768  C7 1.084
15 H -3.341 -1.641 -0.223  C1 1.092
16 C 2.219 -0.330 -2.247  C17 1.558, H18 1.084, H19 1.083, H20 1.101
17 C 3.268 -0.053 -1.129  C16 1.558, H21 1.082, H22 1.085, H23 1.066
18 H 2.520 -1.128 -2.916  C16 1.084
19 H 1.165 -0.245 -2.008  C16 1.083
20 H 2.323 0.574 -2.867  C16 1.101
21 H 4.153 -0.596 -1.432  C17 1.082
22 H 3.349 1.016 -0.964  C17 1.085
23 H 2.883 -0.408 -0.201  C17 1.066

=====

<two>
Below is a cluster of 2 separate species, C9H14 in total, with properties calculated with ωB97M-V/def2-TZVPD.

**SMILES string**: Cc1ccccc1.CC
**HOMO level**: -8.997 eV
**Net charge**: 0
**Multiplicity**: 1

Last columns: bonded neighbours and bond lengths (Å).
Positions of all 23 atoms, in Å:
1 C -1.296 -1.658 0.575  C2 1.494, H8 1.062, H9 1.086, H15 1.103
2 C -0.733 -0.940 -0.608  C1 1.494, C3 1.449, C4 1.391
3 C -1.367 0.197 -1.243  C2 1.449, C5 1.394, H10 1.035
4 C 0.314 -1.450 -1.368  C2 1.391, C6 1.391, H11 1.123
5 C -0.973 0.882 -2.392  C3 1.394, C7 1.447, H12 1.031
6 C 0.775 -0.806 -2.513  C4 1.391, C7 1.376, H13 1.078
7 C 0.181 0.313 -3.051  C5 1.447, C6 1.376, H14 1.063
8 H -0.500 -2.024 1.173  C1 1.062
9 H -2.026 -2.441 0.393  C1 1.086
10 H -2.143 0.583 -0.676  C3 1.035
11 H 0.825 -2.393 -1.036  C4 1.123
12 H -1.485 1.774 -2.478  C5 1.031
13 H 1.674 -1.114 -3.022  C6 1.078
14 H 0.728 0.828 -3.803  C7 1.063
15 H -1.861 -0.910 1.156  C1 1.103
16 C 0.464 1.562 2.846  C17 1.589, H18 1.079, H19 1.035, H20 1.110
17 C 1.456 0.759 1.900  C16 1.589, H21 1.084, H22 1.025, H23 1.198
18 H 0.015 2.280 2.176  C16 1.079
19 H -0.257 0.984 3.313  C16 1.035
20 H 1.137 2.003 3.611  C16 1.110
21 H 0.985 0.474 0.966  C17 1.084
22 H 2.247 1.394 1.758  C17 1.025
23 H 1.841 -0.295 2.321  C17 1.198

=====

Of them, <two> has the lowest stability.

=====

<one>
Below is a cluster of 2 separate species, C9H14 in total, with properties calculated with ωB97M-V/def2-TZVPD.

**SMILES string**: Cc1ccccc1.CC
**HOMO level**: -9.091 eV
**Net charge**: 0
**Multiplicity**: 1

Last columns: bonded neighbours and bond lengths (Å).
Positions of all 23 atoms, in Å:
1 C 0.069 -2.559 -0.185  C2 1.538, H3 1.083, H4 1.089, H5 1.083
2 C -1.298 -3.047 0.323  C1 1.538, H6 1.087, H7 1.097, H8 1.093
3 H 0.076 -1.476 -0.175  C1 1.083
4 H 0.820 -2.912 0.520  C1 1.089
5 H 0.197 -2.950 -1.187  C1 1.083
6 H -2.022 -3.182 -0.477  C2 1.087
7 H -1.710 -2.409 1.115  C2 1.097
8 H -1.213 -3.996 0.858  C2 1.093
9 C 0.162 2.739 -1.874  C13 1.510, H20 1.092, H21 1.089, H23 1.098
10 C -0.740 0.680 1.140  C11 1.381, C12 1.398, H16 1.082
11 C -0.838 1.386 -0.043  C10 1.381, C13 1.407, H17 1.080
12 C 0.510 0.376 1.686  C10 1.398, C14 1.377, H18 1.086
13 C 0.313 1.699 -0.790  C9 1.510, C11 1.407, C15 1.387
14 C 1.649 0.761 1.017  C12 1.377, C15 1.398, H19 1.081
15 C 1.543 1.414 -0.215  C13 1.387, C14 1.398, H22 1.085
16 H -1.614 0.500 1.752  C10 1.082
17 H -1.828 1.647 -0.388  C11 1.080
18 H 0.503 0.025 2.714  C12 1.086
19 H 2.622 0.558 1.443  C14 1.081
20 H -0.606 2.435 -2.587  C9 1.092
21 H 1.081 2.962 -2.416  C9 1.089
22 H 2.448 1.637 -0.771  C15 1.085
23 H -0.126 3.714 -1.461  C9 1.098

=====

<two>
Below is a cluster of 2 separate species, C9H14 in total, with properties calculated with ωB97M-V/def2-TZVPD.

**SMILES string**: Cc1ccccc1.CC
**HOMO level**: -8.878 eV
**Net charge**: 0
**Multiplicity**: 1

Last columns: bonded neighbours and bond lengths (Å).
Positions of all 23 atoms, in Å:
1 C -2.639 2.674 -0.554  C7 1.459, H13 1.130, H14 1.172, H15 1.123
2 C 0.864 0.618 -1.773  C3 1.407, C4 1.349, H8 1.170
3 C 0.285 1.587 -2.613  C2 1.407, C5 1.409, H9 1.026
4 C 0.260 0.357 -0.595  C2 1.349, C6 1.407, H10 1.082
5 C -0.822 2.339 -2.171  C3 1.409, C7 1.395, H11 1.095
6 C -0.692 1.229 -0.034  C4 1.407, C7 1.389, H12 1.036
7 C -1.350 2.088 -0.905  C1 1.459, C5 1.395, C6 1.389
8 H 1.892 0.258 -2.199  C2 1.170
9 H 0.726 1.709 -3.530  C3 1.026
10 H 0.442 -0.457 0.095  C4 1.082
11 H -1.397 2.942 -2.883  C5 1.095
12 H -1.112 1.074 0.899  C6 1.036
13 H -2.911 2.603 0.541  C1 1.130
14 H -3.407 2.137 -1.258  C1 1.172
15 H -2.792 3.766 -0.768  C1 1.123
16 C 1.117 -2.513 2.460  C17 1.527, H18 1.107, H19 1.094, H20 1.094
17 C 1.984 -3.667 1.962  C16 1.527, H21 1.142, H22 1.134, H23 1.061
18 H 0.732 -2.711 3.479  C16 1.107
19 H 1.869 -1.728 2.580  C16 1.094
20 H 0.319 -2.298 1.744  C16 1.094
21 H 2.591 -3.375 1.039  C17 1.142
22 H 1.396 -4.616 1.764  C17 1.134
23 H 2.644 -4.015 2.718  C17 1.061

=====

<three>
Below is a cluster of 2 separate species, C9H14 in total, with properties calculated with ωB97M-V/def2-TZVPD.

**SMILES string**: Cc1ccccc1.CC
**HOMO level**: -9.022 eV
**Net charge**: 0
**Multiplicity**: 1

Last columns: bonded neighbours and bond lengths (Å).
Positions of all 23 atoms, in Å:
1 C -0.532 -0.577 3.200  C3 1.532, H10 1.083, H11 1.090, H15 1.105
2 C -1.490 0.972 1.383  C3 1.425, C4 1.371, H8 1.102
3 C -0.902 -0.275 1.744  C1 1.532, C2 1.425, C6 1.376
4 C -1.909 1.152 0.090  C2 1.371, C5 1.414, H9 1.098
5 C -1.684 0.194 -0.926  C4 1.414, C7 1.368, H12 1.096
6 C -0.593 -1.169 0.745  C3 1.376, C7 1.397, H13 1.107
7 C -1.083 -0.975 -0.549  C5 1.368, C6 1.397, H14 1.092
8 H -1.772 1.626 2.224  C2 1.102
9 H -2.560 1.942 -0.307  C4 1.098
10 H -0.043 -1.544 3.190  C1 1.083
11 H -1.503 -0.534 3.693  C1 1.090
12 H -2.057 0.412 -1.934  C5 1.096
13 H -0.133 -2.149 0.978  C6 1.107
14 H -0.985 -1.802 -1.256  C7 1.092
15 H 0.085 0.172 3.727  C1 1.105
16 C 2.079 1.060 -2.058  C17 1.518, H18 1.099, H19 1.176, H20 1.107
17 C 2.132 -0.443 -1.856  C16 1.518, H21 1.118, H22 1.119, H23 1.106
18 H 1.552 1.613 -1.268  C16 1.099
19 H 3.087 1.485 -2.490  C16 1.176
20 H 1.608 1.387 -3.006  C16 1.107
21 H 2.373 -0.508 -0.765  C17 1.118
22 H 3.016 -1.012 -2.241  C17 1.119
23 H 1.314 -1.027 -2.317  C17 1.106

=====

Of them, <two> has the lowest stability.

=====

<one>
Below is a cluster of 2 separate species, C9H14 in total, with properties calculated with ωB97M-V/def2-TZVPD.

**SMILES string**: Cc1ccccc1.CC
**HOMO level**: -9.031 eV
**Net charge**: 0
**Multiplicity**: 1

Last columns: bonded neighbours and bond lengths (Å).
Positions of all 23 atoms, in Å:
1 C 1.451 0.022 -1.702  C3 1.511, H10 1.082, H11 1.096, H15 1.080
2 C 1.805 2.046 -0.277  C3 1.394, C4 1.377, H8 1.076
3 C 0.951 1.025 -0.690  C1 1.511, C2 1.394, C6 1.376
4 C 1.313 3.047 0.531  C2 1.377, C5 1.397, H9 1.087
5 C 0.009 3.036 1.033  C4 1.397, C7 1.379, H12 1.073
6 C -0.312 0.999 -0.143  C3 1.376, C7 1.395, H13 1.081
7 C -0.839 2.019 0.650  C5 1.379, C6 1.395, H14 1.088
8 H 2.750 2.161 -0.778  C2 1.076
9 H 1.964 3.866 0.825  C4 1.087
10 H 0.675 -0.660 -2.021  C1 1.082
11 H 2.300 -0.551 -1.313  C1 1.096
12 H -0.346 3.845 1.643  C5 1.073
13 H -0.881 0.130 -0.441  C6 1.081
14 H -1.907 2.008 0.857  C7 1.088
15 H 1.847 0.584 -2.536  C1 1.080
16 C -0.898 -3.484 0.825  C17 1.521, H18 1.096, H19 1.095, H20 1.079
17 C -1.800 -2.391 0.274  C16 1.521, H21 1.083, H22 1.090, H23 1.084
18 H -1.103 -3.755 1.867  C16 1.096
19 H -1.004 -4.425 0.275  C16 1.095
20 H 0.138 -3.186 0.784  C16 1.079
21 H -2.835 -2.687 0.159  C17 1.083
22 H -1.407 -2.145 -0.713  C17 1.090
23 H -1.870 -1.503 0.891  C17 1.084

=====

<two>
Below is an isolated molecule of C9H14, with properties calculated with ωB97M-V/def2-TZVPD.

**SMILES string**: C=C[C@]1(C)[C@@H]2CC[C@H]1C2
**HOMO level**: -9.240 eV
**Net charge**: 0
**Multiplicity**: 1

Last columns: bonded neighbours and bond lengths (Å).
Positions of all 23 atoms, in Å:
1 C -0.283 2.145 -0.075  C2 1.518, H10 1.067, H11 1.043, H12 1.140
2 C -0.239 0.637 0.086  C1 1.518, C3 1.459, C5 1.583, C8 1.564
3 C -1.578 0.169 0.427  C2 1.459, C4 1.392, H13 1.031
4 C -2.380 -0.653 -0.360  C3 1.392, H14 1.106, H15 1.136
5 C 0.919 0.075 1.009  C2 1.583, C6 1.534, C9 1.614, H16 1.113
6 C 0.533 -1.403 0.873  C5 1.534, C7 1.584, H17 1.214, H18 1.218
7 C 0.648 -1.457 -0.707  C6 1.584, C8 1.505, H19 1.064, H20 1.104
8 C 0.627 0.008 -1.055  C2 1.564, C7 1.505, C9 1.540, H21 1.071
9 C 1.866 0.435 -0.246  C5 1.614, C8 1.540, H22 1.052, H23 1.118
10 H 0.614 2.660 -0.337  C1 1.067
11 H -1.098 2.351 -0.691  C1 1.043
12 H -0.619 2.794 0.799  C1 1.140
13 H -1.886 0.283 1.404  C3 1.031
14 H -2.203 -1.112 -1.351  C4 1.106
15 H -3.319 -1.034 0.154  C4 1.136
16 H 1.215 0.318 2.054  C5 1.113
17 H 1.227 -2.102 1.582  C6 1.214
18 H -0.606 -1.410 1.304  C6 1.218
19 H 1.344 -2.153 -1.111  C7 1.064
20 H -0.229 -2.114 -0.834  C7 1.104
21 H 0.289 0.281 -2.033  C8 1.071
22 H 2.783 -0.047 -0.431  C9 1.052
23 H 1.801 1.551 -0.223  C9 1.118

=====

<three>
Below is a cluster of 2 separate species, C9H14 in total, with properties calculated with ωB97M-V/def2-TZVPD.

**SMILES string**: Cc1ccccc1.CC
**HOMO level**: -8.894 eV
**Net charge**: 0
**Multiplicity**: 1

Last columns: bonded neighbours and bond lengths (Å).
Positions of all 23 atoms, in Å:
1 C -3.355 0.517 -1.113  C2 1.554, H3 1.095, H4 1.092, H5 1.085
2 C -2.783 -0.029 0.224  C1 1.554, H6 1.089, H7 1.086, H8 1.080
3 H -3.193 -0.252 -1.876  C1 1.095
4 H -4.440 0.639 -1.076  C1 1.092
5 H -2.918 1.455 -1.438  C1 1.085
6 H -1.712 -0.110 0.040  C2 1.089
7 H -3.144 -1.030 0.437  C2 1.086
8 H -3.055 0.712 0.962  C2 1.080
9 C 2.691 -1.021 1.947  C13 1.509, H20 1.097, H21 1.094, H23 1.085
10 C 0.832 -0.665 -1.321  C11 1.379, C12 1.409, H16 1.084
11 C 1.601 -1.216 -0.318  C10 1.379, C13 1.430, H17 1.081
12 C 0.545 0.714 -1.304  C10 1.409, C14 1.382, H18 1.080
13 C 2.052 -0.371 0.744  C9 1.509, C11 1.430, C15 1.388
14 C 0.978 1.483 -0.239  C12 1.382, C15 1.392, H19 1.086
15 C 1.915 1.007 0.673  C13 1.388, C14 1.392, H22 1.083
16 H 0.605 -1.310 -2.162  C10 1.084
17 H 2.019 -2.209 -0.220  C11 1.081
18 H -0.162 1.059 -2.044  C12 1.080
19 H 0.621 2.502 -0.358  C14 1.086
20 H 2.382 -0.474 2.845  C9 1.097
21 H 3.776 -0.910 2.034  C9 1.094
22 H 2.397 1.548 1.477  C15 1.083
23 H 2.348 -2.041 2.085  C9 1.085

=====

<four>
Below is a cluster of 2 separate species, C9H14 in total, with properties calculated with ωB97M-V/def2-TZVPD.

**SMILES string**: Cc1ccccc1.CC
**HOMO level**: -8.886 eV
**Net charge**: 0
**Multiplicity**: 1

Last columns: bonded neighbours and bond lengths (Å).
Positions of all 23 atoms, in Å:
1 C -0.205 -3.078 0.597  C3 1.497, H10 1.114, H11 1.097, H15 1.125
2 C -0.392 -0.603 0.702  C3 1.381, C4 1.403, H8 1.075
3 C -0.756 -1.784 0.086  C1 1.497, C2 1.381, C6 1.388
4 C -0.646 0.581 -0.007  C2 1.403, C5 1.362, H9 1.083
5 C -1.262 0.616 -1.221  C4 1.362, C7 1.466, H12 1.065
6 C -1.534 -1.859 -1.061  C3 1.388, C7 1.386, H13 1.022
7 C -1.784 -0.662 -1.712  C5 1.466, C6 1.386, H14 1.083
8 H -0.075 -0.600 1.729  C2 1.075
9 H -0.493 1.540 0.472  C4 1.083
10 H -0.912 -3.937 0.663  C1 1.114
11 H 0.251 -3.160 1.592  C1 1.097
12 H -1.159 1.574 -1.674  C5 1.065
13 H -1.865 -2.754 -1.428  C6 1.022
14 H -2.355 -0.715 -2.631  C7 1.083
15 H 0.680 -3.359 -0.036  C1 1.125
16 C 2.988 2.404 1.365  C17 1.553, H18 1.040, H19 1.032, H20 1.066
17 C 2.097 3.368 0.536  C16 1.553, H21 1.103, H22 1.096, H23 1.079
18 H 2.463 2.189 2.237  C16 1.040
19 H 3.231 1.541 0.853  C16 1.032
20 H 3.933 2.858 1.561  C16 1.066
21 H 1.093 2.992 0.276  C17 1.103
22 H 2.406 3.731 -0.451  C17 1.096
23 H 1.765 4.203 1.133  C17 1.079

=====

Of them, <two> has the lowest stability.